*P*
A structure of composition C3H7NO. Source: the OMol25 dataset; level of theory: the ωB97M-V functional and the def2-TZVPD basis.

LUMO level, eV: 0.963
Net charge: 0
Spin multiplicity: 1
HOMO, eV: -10.2
Orbital gap, eV: 11.16

Geometry (Å):
C1 -0.85630 1.39730 1.21391
O1 -0.48676 0.74873 0.00603
C2 0.14600 -0.42090 0.03971
C3 0.60482 -0.83211 -1.44418
N1 0.45112 -1.20913 0.99004
H1 -1.55452 0.79548 1.80195
H2 0.02193 1.63330 1.82281
H3 -1.33884 2.31918 0.88411
H4 -0.29286 -0.92413 -2.05142
H5 1.16238 -1.79763 -1.59599
H6 1.27256 -0.05376 -1.81070
H7 0.87047 -1.65632 0.14373

***

*Q*
A structure of composition C3H7NO. Source: the OMol25 dataset; level of theory: the ωB97M-V functional and the def2-TZVPD basis.

LUMO level (alpha / beta), eV: 0.209 / 0.252
Net charge: 0
Spin multiplicity: 1
HOMO (alpha / beta), eV: -8.8 / -7.3
Orbital gap (alpha / beta), eV: 9.00 / 7.57

Geometry (Å):
C1 -0.86957 -0.88283 0.17615
C2 -0.94341 1.02169 -0.20729
C3 0.53788 -1.11500 0.02805
O1 2.04835 0.56665 0.47620
N1 1.30711 -0.19242 -0.44576
H1 2.75769 0.95993 -0.04856
H2 0.96348 -2.11521 0.02574
H3 -1.51207 -1.52790 -0.42110
H4 -1.17881 -0.69968 1.19922
H5 -0.71860 1.17999 -1.25405
H6 -0.39072 1.64850 0.47997
H7 -2.00133 1.15627 -0.00856

***

Which of them is the least stable? Correct choice: *Q*.

***

*P*
A cluster of 2 separate species, C3H7NO in total. Source: the OMol25 dataset; level of theory: the ωB97M-V functional and the def2-TZVPD basis.

LUMO level, eV: 0.752
Net charge: 0
SMILES string: CN=C=O.C
Spin multiplicity: 1
HOMO, eV: -10.4
Orbital gap, eV: 11.15

Geometry (Å):
C1 -1.87315 -0.03916 -0.12781
N1 -1.15636 -0.07339 -1.37277
C2 -0.11007 -0.45320 -1.82219
O1 0.87808 -0.78155 -2.37348
H1 -1.80893 -0.99933 0.39392
H2 -2.92381 0.17997 -0.32867
H3 -1.47226 0.74497 0.52248
C3 1.69003 0.28374 1.02067
H4 1.77342 -0.23763 0.06389
H5 1.37917 1.31773 0.84891
H6 2.66427 0.27799 1.51522
H7 0.95961 -0.22015 1.65983

***

*Q*
An isolated molecule of C3H7NO. Source: the OMol25 dataset; level of theory: the ωB97M-V functional and the def2-TZVPD basis.

LUMO level, eV: 0.890
Net charge: 0
SMILES string: CNC(C)=O
Spin multiplicity: 1
HOMO, eV: -9.7
Orbital gap, eV: 10.56

Geometry (Å):
C1 -1.86337 -0.28466 -0.29991
N1 -0.57447 0.10566 0.22736
C2 0.61188 -0.12729 -0.40205
C3 1.82568 0.31464 0.40090
O1 0.70013 -0.64114 -1.50447
H1 -1.70999 -1.05987 -1.05275
H2 -2.39677 0.55304 -0.76533
H3 -2.48179 -0.68677 0.50871
H4 -0.53724 0.55563 1.12574
H5 2.22317 1.24695 -0.01187
H6 2.59969 -0.44981 0.31232
H7 1.60308 0.47360 1.46134

***

*R*
A structure of composition C3H7NO. Source: the OMol25 dataset; level of theory: the ωB97M-V functional and the def2-TZVPD basis.

LUMO level (alpha / beta), eV: 0.704 / 0.705
Net charge: 0
Spin multiplicity: 1
HOMO (alpha / beta), eV: -8.4 / -8.4
Orbital gap (alpha / beta), eV: 9.14 / 9.14

Geometry (Å):
C1 -0.20287 -0.11306 -0.10149
C2 0.04796 -0.59875 -1.45130
C3 0.58956 1.47490 0.90118
N1 -0.70422 -0.90007 0.78961
O1 -0.93495 -0.75556 2.03716
H1 0.26585 0.16304 -2.20070
H2 0.96536 -1.18686 -1.68139
H3 -0.87130 -1.18922 -1.73790
H4 1.45725 0.99989 1.22796
H5 0.78792 2.36063 0.34035
H6 -0.30463 1.57195 1.49225
H7 -1.09593 -1.82688 0.38427

***

*S*
An isolated molecule of C3H7NO. Source: the OMol25 dataset; level of theory: the ωB97M-V functional and the def2-TZVPD basis.

LUMO level, eV: 1.135
Net charge: 0
SMILES string: C/N=C/OC
Spin multiplicity: 1
HOMO, eV: -9.7
Orbital gap, eV: 10.85

Geometry (Å):
C1 0.93479 1.16610 1.37915
N1 0.26433 0.18678 0.55368
C2 -0.05728 0.53084 -0.61639
O1 -0.67096 -0.28371 -1.48551
C3 -0.93452 -1.59305 -0.99289
H1 1.08327 2.14198 0.88890
H2 0.35860 1.32468 2.29701
H3 1.91517 0.77806 1.67649
H4 0.11720 1.51317 -1.07225
H5 -0.00540 -2.07895 -0.68108
H6 -1.60650 -1.54978 -0.13044
H7 -1.39871 -2.13612 -1.81667

***

Which of them is the least stable? Correct choice: *R*.

***

*P*
The ion C3H8NOS with charge -1. Source: the OMol25 dataset; level of theory: the ωB97M-V functional and the def2-TZVPD basis.

LUMO level, eV: 2.963
Net charge: -1
SMILES string: [O-]CNCCS
Spin multiplicity: 1
HOMO, eV: -2.5
Orbital gap, eV: 5.49

Geometry (Å):
O1 0.60898 -0.71815 -3.10899
C1 0.54871 -0.86177 -1.79637
N1 -0.25209 0.32669 -1.17307
C2 -0.71200 0.19443 0.15463
C3 0.35915 0.33134 1.24363
S1 -0.36125 0.39787 2.90897
H1 0.14537 -1.71584 -1.18107
H2 1.61032 -0.74950 -1.45026
H3 -0.98953 0.39897 -1.86598
H4 -1.54481 0.83506 0.48273
H5 -1.19068 -0.78393 0.41367
H6 1.06037 -0.51185 1.24380
H7 1.05869 1.14255 0.99963
H8 -0.34124 1.71414 3.12867

***

*Q*
A structure of composition C3H8NOS. Source: the OMol25 dataset; level of theory: the ωB97M-V functional and the def2-TZVPD basis.

LUMO level, eV: 4.064
Net charge: -1
Spin multiplicity: 1
HOMO, eV: -3.0
Orbital gap, eV: 7.06

Geometry (Å):
C1 2.28306 -0.81505 0.09265
S1 0.60077 -1.27993 0.66922
H1 2.67125 0.01544 0.65759
H2 2.93381 -1.69496 0.21553
H3 2.21538 -0.56860 -0.95938
O1 0.81939 1.41581 -0.86735
C2 0.01906 0.99398 0.00179
C3 -1.39569 0.57147 -0.48250
N1 -2.18385 -0.08189 0.58495
H4 0.10367 1.20846 1.13875
H5 -1.90934 1.51512 -0.68010
H6 -1.29610 -0.00253 -1.40916
H7 -3.11183 -0.27501 0.17631
H8 -1.74957 -1.00232 0.86172

***

Which of them is the least stable? Correct choice: *P*.

***

*P*
The ion C3H8NOS with charge -1. Source: the OMol25 dataset; level of theory: the ωB97M-V functional and the def2-TZVPD basis.

LUMO level, eV: 3.290
Net charge: -1
SMILES string: N[C@@H](C[O-])CS
Spin multiplicity: 1
HOMO, eV: -2.6
Orbital gap, eV: 5.84

Geometry (Å):
N1 1.75377 -0.51486 -0.01449
C1 0.46338 0.02859 0.49057
C2 0.66866 1.46776 1.04581
O1 -0.29402 1.98006 1.84245
C3 -0.56681 0.20529 -0.63409
S1 -1.05786 -1.51691 -1.29491
H1 2.39630 0.25766 0.09748
H2 1.99751 -1.30415 0.55391
H3 0.16232 -0.53226 1.38624
H4 1.68646 1.53398 1.50150
H5 0.87697 2.04389 0.10552
H6 -1.26581 0.94507 -0.22737
H7 0.02664 0.67210 -1.41618
H8 -2.28152 -1.20797 -0.89190

***

*Q*
The ion C3H8NOS with charge -1. Source: the OMol25 dataset; level of theory: the ωB97M-V functional and the def2-TZVPD basis.

LUMO level, eV: 3.357
Net charge: -1
SMILES string: [O-]CNCCS
Spin multiplicity: 1
HOMO, eV: -2.7
Orbital gap, eV: 6.07

Geometry (Å):
O1 0.33237 0.03919 -2.06581
C1 0.78150 1.04525 -1.33504
N1 -0.07444 1.33929 -0.05780
C2 -0.75918 0.12583 0.42214
C3 0.33127 -0.82847 0.94180
S1 -0.18864 -2.58557 1.28277
H1 1.79384 1.02270 -0.87875
H2 0.68281 2.02157 -1.88772
H3 -0.86831 1.92304 -0.31041
H4 -1.24475 0.45575 1.35588
H5 -1.39321 -0.42580 -0.26903
H6 1.18333 -0.88971 0.27441
H7 0.72620 -0.52661 1.91928
H8 -1.30278 -2.71645 0.60829

***

Which of them is the least stable? Correct choice: *P*.

***

*P*
A structure of composition C5H8ClNS. Source: the OMol25 dataset; level of theory: the ωB97M-V functional and the def2-TZVPD basis.

LUMO level, eV: -0.100
Net charge: 0
Spin multiplicity: 1
HOMO, eV: -7.5
Orbital gap, eV: 7.39

Geometry (Å):
C1 2.58435 0.34631 0.46449
C2 2.18356 -0.50342 -0.69626
C3 -0.80902 0.09664 0.07661
C4 -2.27147 -0.23642 0.34416
C5 -3.17139 0.62334 -0.43474
H1 2.99268 1.29827 0.10183
H2 3.38921 -0.14841 1.02535
H3 1.74060 0.54037 1.13057
H4 2.99049 -0.73076 -1.39702
H5 -0.61596 1.14156 0.33747
H6 -0.17044 -0.54617 0.68542
H7 -0.57191 -0.05433 -0.98074
H8 -2.50895 -0.10827 1.40102
N1 -3.85807 1.32839 -1.04133
S1 0.70827 -1.09083 -0.98391
Cl1 -2.61195 -1.95626 -0.03291

***

*Q*
An isolated molecule of C5H8ClNS. Source: the OMol25 dataset; level of theory: the ωB97M-V functional and the def2-TZVPD basis.

LUMO level, eV: 0.357
Net charge: 0
SMILES string: S=CN1C[C@@H]1CCCl
Spin multiplicity: 1
HOMO, eV: -8.6
Orbital gap, eV: 8.95

Geometry (Å):
S1 -3.16777 1.01164 -0.62139
C1 -1.52901 1.10695 -0.75040
N1 -0.73251 0.10252 -1.23171
C2 -0.89488 -1.32853 -1.10326
C3 0.34525 -0.64236 -0.60751
C4 0.58867 -0.44519 0.90442
C5 1.47408 0.77290 1.25081
Cl1 3.11098 0.61744 0.53410
H1 -1.02569 2.04628 -0.47251
H2 -1.59096 -1.69994 -0.32545
H3 -0.94185 -1.79979 -2.06714
H4 1.15161 -0.74098 -1.31569
H5 0.95112 -1.41375 1.25043
H6 -0.34252 -0.23877 1.43233
H7 1.00623 1.64562 0.79951
H8 1.59724 1.00595 2.32346

***

Which of them is the least stable? Correct choice: *P*.

***

*P*
A cluster of 2 separate species, C5H17N2 in total. Source: the OMol25 dataset; level of theory: the ωB97M-V functional and the def2-TZVPD basis.

LUMO level, eV: -3.553
Net charge: +1
Spin multiplicity: 1
HOMO, eV: -12.5
Orbital gap, eV: 8.99

Geometry (Å):
C1 -1.66021 -0.65568 0.15166
C2 -1.97242 0.00851 -1.17441
C3 -2.69795 -0.97220 -2.08964
N1 -0.92931 0.30412 1.06611
H1 -2.57144 -0.96987 0.66226
H2 -1.00224 -1.51503 0.03801
H3 -1.04302 0.32443 -1.65208
H4 -2.58677 0.89710 -1.00903
H5 -2.10004 -1.86830 -2.25545
H6 -3.64804 -1.27775 -1.65039
H7 -2.90449 -0.51502 -3.04982
H8 0.02187 0.48353 0.72404
H9 -1.41546 1.20172 1.12330
H10 -0.84545 -0.06783 2.01367
C4 2.27989 1.64002 0.42886
N2 2.61834 0.42270 1.13840
C5 2.44963 -0.78911 0.34839
H11 2.91455 1.72544 -0.45204
H12 1.24001 1.72517 0.05584
H13 2.48353 2.50807 1.05539
H14 2.13171 0.36387 2.02397
H15 1.40794 -1.13755 0.23514
H16 3.04123 -1.60382 0.75670
H17 2.81967 -0.59808 -0.65789

***

*Q*
A cluster of 2 separate species, C5H17N2 in total. Source: the OMol25 dataset; level of theory: the ωB97M-V functional and the def2-TZVPD basis.

LUMO level, eV: -2.986
Net charge: +1
Spin multiplicity: 1
HOMO, eV: -13.7
Orbital gap, eV: 10.68

Geometry (Å):
C1 -0.26532 0.58105 2.42781
C2 -1.31011 -0.10502 1.56090
C3 -2.27468 0.86250 0.87040
N1 -0.60696 -0.88147 0.48418
H1 0.36981 -0.17351 2.89406
H2 0.38750 1.23177 1.84086
H3 -0.76198 1.21018 3.15802
H4 -1.86578 -0.84035 2.14258
H5 -1.73026 1.47369 0.14908
H6 -2.75700 1.52112 1.58304
H7 -3.02922 0.27012 0.35170
H8 -0.07430 -1.65347 0.86557
H9 -1.25063 -1.24375 -0.21994
H10 0.05571 -0.23000 -0.05793
C4 2.50518 0.13728 -1.12790
N2 1.07695 0.23233 -1.46582
C5 0.69534 -0.73300 -2.50231
H11 2.70773 -0.84365 -0.68742
H12 3.19365 0.24613 -1.96754
H13 2.73216 0.86555 -0.35208
H14 0.93854 1.16870 -1.82445
H15 0.95083 -0.39226 -3.50784
H16 -0.38648 -0.88996 -2.53240
H17 1.18379 -1.68889 -2.32030

***

Which of them is the least stable? Correct choice: *P*.